1.
{
  "formula": "C43H46GeLiN5S",
  "method": "wB97M-V/def2-TZVPD",
  "species": ["Li", "S", "C", "N", "N", "C", "C", "C", "C", "C", "C", "N", "N", "C", "C", "C", "C", "C", "C", "H", "H", "H", "H", "H", "H", "H", "H", "H", "H", "H", "Ge", "C", "C", "C", "C", "C", "C", "C", "C", "C", "C", "C", "C", "H", "H", "H", "H", "H", "H", "H", "H", "H", "H", "H", "C", "C", "C", "C", "C", "C", "C", "C", "N", "C", "C", "C", "C", "C", "C", "C", "C", "C", "C", "H", "H", "H", "H", "H", "H", "H", "H", "H", "H", "H", "H", "H", "H", "H", "H", "H", "H", "H", "H", "H", "H", "H", "H"],
  "positions_angstrom": [[0.0897, -0.0807, -0.0101], [1.9075, -1.7261, -0.0751], [1.8950, -1.7308, 1.6794], [2.9496, -2.2430, 2.4024], [3.8941, -2.7953, 1.6300], [5.2117, -2.7360, 2.0014], [5.5051, -2.3930, 3.3077], [6.8068, -2.1231, 3.7052], [7.8581, -2.2382, 2.8295], [7.5831, -2.5073, 1.4937], [6.3102, -2.8451, 1.1083], [0.9840, -1.2565, 2.4673], [-0.1084, -0.6105, 2.0662], [-0.9597, -0.5352, 3.1830], [-0.7448, -1.3087, 4.3681], [-1.6787, -1.2915, 5.3948], [-2.7561, -0.3967, 5.4222], [-2.8969, 0.4144, 4.2744], [-2.0446, 0.3414, 3.2060], [3.6298, -3.1370, 0.6892], [4.7977, -2.4484, 4.1198], [6.9985, -1.8862, 4.7552], [8.8448, -2.0590, 3.2129], [8.3487, -2.4632, 0.7185], [6.1675, -3.2923, 0.1348], [0.2077, -1.8367, 4.4600], [-1.5124, -2.0341, 6.1925], [-3.5462, -0.4315, 6.2024], [-3.7617, 1.0627, 4.1478], [-2.1555, 0.9061, 2.2976], [-3.3194, -1.3535, -0.7323], [-3.8724, -2.0749, -2.5439], [-3.3334, -3.2950, -3.0664], [-3.7840, -3.7413, -4.3159], [-4.8454, -3.0614, -4.9826], [-5.3479, -1.8932, -4.4725], [-4.8404, -1.3787, -3.2687], [-3.9307, -2.9403, 0.2802], [-3.0872, -4.0756, 0.2616], [-3.5030, -5.2964, 0.7751], [-4.7553, -5.4190, 1.3852], [-5.5408, -4.2700, 1.4823], [-5.1068, -3.0490, 0.9790], [-4.3911, -0.2301, -0.5676], [-2.5049, -3.6714, -2.5052], [-3.3277, -4.6200, -4.7483], [-5.2899, -3.4170, -5.8979], [-6.1355, -1.3064, -4.9898], [-5.1308, -0.3748, -2.9276], [-2.1278, -4.0238, -0.2557], [-2.8654, -6.1358, 0.6090], [-5.0527, -6.3765, 1.8324], [-6.5234, -4.3013, 1.9234], [-5.8229, -2.2184, 0.9769], [4.0917, 1.7222, 3.0124], [2.9554, 2.3386, 2.2113], [2.4248, 3.5574, 2.6334], [1.3005, 4.0888, 1.9722], [0.6305, 5.3775, 2.4963], [0.7771, 3.4733, 0.8467], [1.2861, 2.2405, 0.3593], [2.4881, 1.7902, 0.9940], [0.6990, 1.5607, -0.6137], [0.3768, 2.1552, -1.9683], [0.5811, 1.0609, -3.0651], [0.2064, 1.5690, -4.4743], [1.1376, 2.7390, -4.8754], [0.9824, 3.8285, -3.7949], [-0.5120, 4.2954, -3.8102], [-1.4510, 3.1344, -3.4592], [-1.2271, 2.0005, -4.4497], [-1.1102, 2.6019, -2.0454], [1.2814, 3.3103, -2.3787], [3.8045, 1.7004, 4.0679], [5.0443, 2.2676, 2.9060], [4.2588, 0.6682, 2.7068], [2.7652, 4.1029, 3.5037], [0.5853, 6.1720, 1.7274], [1.1738, 5.6904, 3.3730], [-0.4077, 5.2218, 2.8204], [-0.1365, 3.8620, 0.3488], [2.9928, 0.8953, 0.6209], [-0.1217, 0.1959, -2.9129], [1.6130, 0.6569, -3.0490], [0.4479, 0.7692, -5.1416], [0.8701, 3.1652, -5.8508], [2.1489, 2.3089, -4.9630], [1.6077, 4.7379, -3.9918], [-0.7971, 4.7109, -4.8024], [-0.6648, 5.1330, -3.1508], [-2.5419, 3.4965, -3.5351], [-1.5057, 2.3315, -5.4484], [-1.8477, 1.1196, -4.2365], [-1.8064, 1.7657, -1.8605], [-1.3038, 3.3289, -1.2343], [1.2345, 4.1789, -1.7088], [2.2823, 2.8819, -2.3959]],
  "forces_ev_per_angstrom": [[0.1, -1.2, 0.5], [-0.6, 0.1, 0.1], [3.4, -1.6, -1.9], [-0.9, 0.6, -1.7], [-1.3, -0.6, -0.6], [1.5, 0.3, 0.6], [0.7, 0.0, 1.2], [-0.2, -0.6, 0.5], [0.1, 0.8, -0.2], [0.5, -0.3, 0.1], [-1.4, -0.3, -0.1], [-4.1, 2.2, 1.3], [3.1, -2.0, 0.6], [-0.2, 0.0, 2.2], [0.0, 0.7, -0.9], [0.3, -0.3, 0.7], [-0.3, -0.3, -1.1], [-1.1, 0.0, 0.9], [1.1, -0.8, -1.0], [0.1, 0.8, 0.5], [-0.6, 0.3, -0.4], [-0.1, -0.1, -0.3], [0.4, 0.1, -0.3], [0.0, -0.3, 0.4], [-0.2, 0.5, -0.3], [-0.7, -0.2, -0.1], [-0.2, 0.7, -0.2], [0.8, 0.2, -0.6], [0.1, 0.0, 0.4], [-0.5, 0.5, -0.1], [-1.5, -1.0, -0.9], [0.6, -0.1, -0.2], [-1.1, 2.1, -0.7], [-0.5, 0.4, 0.6], [0.8, -0.6, 0.5], [-0.5, 1.1, 0.5], [0.5, 0.2, 0.1], [2.0, -0.3, 0.5], [-0.4, 0.3, -0.4], [-0.4, 0.6, -0.2], [0.3, 0.3, 0.2], [0.1, -0.4, 0.1], [-1.3, 0.4, -0.5], [0.3, 0.1, 0.2], [0.3, -0.9, -0.2], [-0.1, -0.1, -0.1], [0.3, -0.3, -0.2], [0.6, -0.6, 0.3], [-0.2, -0.5, -0.1], [-0.1, 0.0, 0.2], [0.3, -0.6, 0.2], [-0.1, 0.5, -0.4], [-0.1, -0.2, 0.2], [0.4, -0.2, 0.2], [-0.1, -0.7, -0.5], [0.5, 0.6, -0.9], [-1.4, -0.1, -0.5], [-0.3, 0.9, 0.0], [0.0, -0.6, -0.6], [-0.8, -0.1, -0.5], [2.2, 2.2, 1.9], [-0.5, -1.0, 1.2], [-0.8, -0.4, -3.2], [-0.6, -0.3, -0.1], [-0.4, -0.9, 0.3], [1.5, 1.0, 0.9], [-0.1, -0.1, 0.6], [-0.8, 0.7, -0.3], [0.2, -0.1, -1.1], [-0.7, 0.5, 0.3], [-0.7, -0.4, -0.8], [-0.6, 0.0, 0.4], [0.5, 0.2, -0.2], [0.1, 0.1, -0.1], [-0.4, -0.1, 0.0], [0.0, 0.6, 0.1], [0.3, -0.3, 0.1], [0.3, -0.3, 0.4], [0.2, 0.5, 0.2], [0.2, -0.3, -0.1], [0.7, -0.1, 0.6], [-0.4, 0.2, 0.0], [0.7, 0.6, 0.4], [-0.4, 0.3, 0.1], [-0.5, -0.7, -0.6], [0.0, -0.2, 0.1], [-0.1, 0.5, 0.2], [-0.3, -0.9, 0.1], [0.3, -0.4, 0.3], [0.0, 0.3, 0.7], [1.5, -0.6, 0.4], [-0.2, 0.1, -0.2], [-0.1, 0.2, 0.2], [0.4, 0.0, 0.2], [0.0, -0.1, -0.6], [0.1, -0.4, 0.1], [0.4, 0.3, 0.3]],
  "mulliken_charge": [0.614, -0.714, 0.138, -0.293, 0.072, 0.215, 0.052, -0.551, -0.481, -0.495, -0.513, -0.054, -0.025, -0.066, -0.346, -0.425, -0.549, -0.507, -0.329, 0.252, 0.396, 0.349, 0.374, 0.355, 0.354, 0.387, 0.338, 0.323, 0.335, 0.463, -0.048, 0.284, -0.197, -0.607, -0.381, -0.510, -0.281, 0.483, -0.578, -0.608, -0.472, -0.374, -0.341, 0.032, 0.319, 0.389, 0.371, 0.329, 0.271, 0.427, 0.402, 0.355, 0.379, 0.293, -1.386, 0.546, -0.884, 0.903, -1.569, 0.023, 0.415, -0.417, -0.198, 0.655, -1.355, 0.485, -1.484, 0.433, -1.475, 0.620, -1.595, -1.030, -1.141, 0.392, 0.366, 0.131, 0.335, 0.315, 0.395, 0.315, 0.231, 0.550, 0.209, 0.394, 0.429, 0.498, 0.449, 0.237, 0.494, 0.536, 0.248, 0.541, 0.422, -0.012, 0.453, 0.490, 0.431],
  "total_energy_ha": -4422.41334,
  "lumo_energy_ev": [-1.98, -1.68],
  "homo_ev": [-6.7, -6.7],
  "de_lowest_kj_mol": 17.0,
  "orbital_gap_ev": [4.766, 5.061],
  "total_charge": 0,
  "max_force_ev_per_a": 4.8
}


2.
{
  "formula": "C43H47BaN5O4S3Sb2",
  "method": "wB97M-V/def2-TZVPD",
  "species": ["Ba", "N", "C", "C", "C", "C", "C", "C", "S", "O", "O", "N", "C", "N", "C", "C", "C", "N", "H", "H", "H", "H", "H", "H", "H", "H", "H", "C", "Sb", "C", "C", "C", "C", "C", "C", "C", "C", "C", "Sb", "C", "C", "H", "H", "H", "H", "H", "H", "H", "H", "H", "H", "H", "H", "H", "H", "H", "H", "H", "H", "H", "H", "S", "C", "C", "C", "C", "C", "C", "S", "H", "H", "H", "H", "C", "C", "C", "C", "C", "C", "N", "C", "C", "C", "C", "C", "C", "C", "O", "O", "C", "C", "H", "H", "H", "H", "H", "H", "H", "H", "H", "H", "H", "H", "H", "H"],
  "positions_angstrom": [[-1.1914, 0.8063, 0.2120], [-1.7246, -4.2061, 6.6702], [-1.6056, -3.0654, 5.8499], [-0.6437, -3.0201, 4.8458], [-0.5268, -1.9038, 4.0365], [-1.3438, -0.8025, 4.2483], [-2.2774, -0.8207, 5.2747], [-2.4169, -1.9528, 6.0612], [-1.0489, 0.6766, 3.3114], [-0.0017, 0.3204, 2.3415], [-0.6593, 1.6649, 4.2866], [-2.2540, 1.1308, 2.4412], [-3.5725, 0.8819, 2.3739], [-4.0830, 0.9560, 1.1207], [-5.3758, 0.7238, 0.9910], [-6.2048, 0.4354, 2.0638], [-5.5937, 0.4255, 3.3047], [-4.3002, 0.6587, 3.4861], [-1.4133, -5.0492, 6.2111], [-2.6576, -4.3317, 7.0328], [-0.0061, -3.8796, 4.6712], [0.1953, -1.8796, 3.2329], [-2.9023, 0.0450, 5.4464], [-3.1577, -1.9705, 6.8538], [-5.7684, 0.7793, -0.0200], [-7.2606, 0.2464, 1.9368], [-6.1724, 0.2319, 4.2044], [3.0703, 1.5887, -2.4713], [2.1927, 1.2037, -0.5600], [2.5572, -0.9180, -0.5500], [4.0448, 1.6247, 0.5449], [4.4478, 3.0659, 0.4711], [5.3182, 3.4724, -0.5461], [5.7150, 4.7905, -0.6992], [5.2442, 5.7468, 0.1914], [4.3870, 5.3605, 1.2079], [3.9640, 4.0366, 1.3714], [3.0090, 3.7211, 2.4811], [0.8690, 3.8838, 1.9409], [1.0907, 5.7220, 0.8599], [0.4059, 4.8421, 3.8228], [4.0078, 1.0392, -2.5798], [3.2516, 2.6580, -2.5836], [2.3436, 1.2742, -3.2197], [3.5244, -1.1403, -1.0026], [1.7614, -1.4208, -1.0970], [2.5401, -1.2772, 0.4811], [4.8098, 0.9901, 0.0920], [3.8861, 1.2867, 1.5701], [5.6837, 2.7210, -1.2385], [6.3824, 5.0672, -1.5064], [5.5373, 6.7850, 0.0929], [4.0138, 6.1050, 1.9036], [3.1514, 4.4262, 3.3024], [3.1374, 2.7137, 2.8772], [1.5610, 6.4964, 1.4707], [0.0875, 6.0182, 0.5519], [1.6803, 5.5509, -0.0429], [1.0047, 5.7469, 3.9474], [0.6089, 4.1362, 4.6294], [-0.6550, 5.0954, 3.8498], [-1.5085, 3.7402, -0.7798], [-1.1225, 3.9412, -2.4879], [-1.1748, 5.2412, -3.0264], [-0.8756, 5.5250, -4.3519], [-0.5044, 4.4878, -5.1995], [-0.4471, 3.1974, -4.6960], [-0.7481, 2.8804, -3.3599], [-0.6469, 1.1838, -2.8826], [-1.4623, 6.0435, -2.3557], [-0.9298, 6.5469, -4.7138], [-0.2613, 4.6755, -6.2405], [-0.1612, 2.3784, -5.3478], [0.4368, -3.4582, -6.6083], [-0.2104, -4.1932, -5.4600], [-1.0284, -5.2898, -5.7270], [-1.6614, -5.9567, -4.6909], [-1.4837, -5.5409, -3.3817], [-0.6462, -4.4603, -3.0935], [-0.4589, -3.9678, -1.7963], [-0.7885, -4.6038, -0.6054], [-0.6087, -5.9875, -0.4572], [-0.9247, -6.6306, 0.7255], [-1.4412, -5.9173, 1.7996], [-1.6031, -4.5474, 1.6701], [-1.2646, -3.8667, 0.5067], [-1.4663, -2.3540, 0.5163], [-2.1288, -1.8658, 1.4456], [-0.9371, -1.6722, -0.4221], [-0.0017, -3.7779, -4.1432], [0.8765, -2.6003, -3.8129], [0.1116, -3.8788, -7.5606], [1.5268, -3.5234, -6.5659], [0.1791, -2.3974, -6.5966], [-1.1797, -5.6047, -6.7536], [-2.3181, -6.7929, -4.9023], [-2.0191, -6.0312, -2.5820], [-0.4281, -2.9511, -1.6755], [-0.1929, -6.5502, -1.2813], [-0.7655, -7.7002, 0.8050], [-1.7118, -6.4214, 2.7199], [-2.0139, -3.9514, 2.4724], [1.5156, -2.8361, -2.9607], [0.2974, -1.7101, -3.5470], [1.5143, -2.3160, -4.6469]],
  "forces_ev_per_angstrom": [[-0.4, 0.6, -2.9], [0.0, 0.0, 0.0], [0.0, 0.0, 0.0], [0.0, 0.0, -0.1], [-0.1, 0.1, 0.0], [0.0, -0.1, 0.0], [0.0, 0.0, 0.0], [0.0, 0.0, 0.0], [0.1, -0.1, 0.7], [0.4, -0.1, 1.2], [0.0, 0.1, 0.1], [-0.4, 0.1, 1.0], [0.0, 0.2, 0.4], [0.0, -0.2, 0.2], [0.1, 0.1, -0.2], [0.0, 0.0, 0.1], [0.1, 0.0, 0.0], [-0.2, -0.2, -0.1], [0.0, 0.0, 0.0], [0.0, 0.0, 0.0], [0.0, 0.0, 0.0], [0.0, 0.0, 0.0], [0.0, 0.0, 0.0], [0.0, 0.0, 0.0], [0.0, 0.0, 0.0], [0.0, 0.0, 0.0], [0.0, 0.0, 0.0], [0.0, 0.0, 0.0], [0.2, 0.2, -0.1], [0.0, 0.0, 0.0], [0.1, 0.1, 0.0], [0.0, -0.1, 0.0], [0.0, 0.0, 0.0], [0.0, 0.0, 0.0], [0.0, -0.1, 0.0], [0.0, 0.0, 0.0], [0.0, 0.0, 0.1], [0.1, 0.0, -0.1], [-0.1, 0.0, 0.0], [0.0, 0.0, 0.0], [0.0, 0.0, 0.0], [0.0, 0.0, 0.0], [0.0, 0.0, 0.0], [0.0, 0.0, 0.0], [0.0, 0.0, 0.0], [0.0, 0.0, 0.0], [0.0, 0.0, 0.0], [0.0, 0.0, 0.0], [0.0, 0.0, 0.0], [0.0, 0.0, 0.0], [0.0, 0.0, 0.0], [0.0, 0.0, 0.0], [0.0, 0.0, 0.0], [0.0, 0.0, 0.0], [0.0, 0.0, 0.0], [0.0, 0.0, 0.0], [0.0, 0.0, 0.0], [0.0, 0.0, 0.0], [0.0, 0.0, 0.0], [0.0, 0.0, 0.0], [0.0, 0.0, 0.0], [0.0, 0.1, -0.2], [0.1, 0.1, -0.1], [0.0, -0.1, 0.0], [0.0, 0.0, 0.1], [0.0, 0.0, 0.0], [0.0, 0.0, 0.1], [0.1, 0.0, -0.1], [0.1, -0.1, 0.0], [0.0, 0.0, 0.0], [0.0, 0.0, 0.0], [0.0, 0.0, 0.0], [0.0, 0.0, 0.0], [0.0, 0.0, 0.0], [0.0, 0.0, 0.0], [0.0, 0.0, 0.0], [0.0, 0.0, 0.0], [0.0, 0.0, 0.0], [0.0, 0.1, 0.1], [0.0, 0.2, 0.1], [-0.1, 0.0, 0.1], [0.0, 0.1, 0.0], [0.0, 0.0, 0.0], [0.0, 0.0, 0.0], [0.0, 0.0, 0.0], [0.0, 0.0, -0.2], [0.0, 0.0, -0.2], [0.0, 0.0, -0.1], [0.2, -1.0, -0.2], [0.0, 0.1, 0.0], [0.0, 0.0, 0.0], [0.0, 0.0, 0.0], [0.0, 0.0, 0.0], [0.0, 0.0, 0.0], [0.0, 0.0, 0.0], [0.0, 0.0, 0.0], [0.0, 0.0, 0.0], [-0.1, -0.1, 0.0], [0.0, 0.0, 0.0], [0.0, 0.0, 0.0], [0.0, 0.0, 0.0], [0.0, 0.0, 0.1], [0.0, 0.0, 0.0], [-0.1, 0.0, 0.0], [0.0, 0.0, 0.0]],
  "mulliken_charge": [1.514, -0.663, 1.164, -0.811, -0.048, -0.496, -0.533, -0.894, 1.304, -0.373, -0.725, -0.456, 0.210, -0.116, -0.179, -0.687, -0.218, -0.429, 0.237, 0.217, 0.277, 0.344, 0.498, 0.295, 0.419, 0.366, 0.403, -1.326, 0.292, -1.062, -1.731, 0.977, -0.627, -0.667, -0.673, -0.519, 0.716, -1.766, 1.034, -1.405, -1.521, 0.403, 0.358, 0.289, 0.479, -0.046, 0.446, 0.655, 0.569, 0.285, 0.369, 0.381, 0.317, 0.660, 0.490, 0.413, 0.429, 0.333, 0.445, 0.367, 0.375, -0.353, -0.007, -0.594, -0.489, -0.552, -0.581, 0.205, -0.368, 0.282, 0.311, 0.299, 0.318, -1.536, 1.034, -0.893, -0.880, -0.748, 0.223, 0.069, 0.321, -0.400, -0.533, -0.873, -0.589, -0.090, 1.180, -0.490, -1.197, 0.557, -1.415, 0.367, 0.333, 0.336, 0.287, 0.367, 0.578, 0.034, 0.601, 0.372, 0.386, 0.634, 0.313, 0.414, 0.408],
  "total_energy_ha": -3942.28092,
  "lumo_energy_ev": 3.83,
  "homo_ev": -1.0,
  "de_lowest_kj_mol": 77.0,
  "orbital_gap_ev": 4.836,
  "total_charge": -2,
  "max_force_ev_per_a": 3.0
}